1.
{
  "formula": "C31H34N3O",
  "method": "ωB97M-V with the def2-TZVPD basis set",
  "species": ["C", "C", "O", "C", "C", "C", "C", "C", "C", "C", "C", "C", "C", "N", "C", "C", "C", "C", "C", "C", "C", "C", "C", "C", "C", "N", "C", "C", "C", "N", "C", "C", "C", "C", "C", "H", "H", "H", "H", "H", "H", "H", "H", "H", "H", "H", "H", "H", "H", "H", "H", "H", "H", "H", "H", "H", "H", "H", "H", "H", "H", "H", "H", "H", "H", "H", "H", "H", "H"],
  "coordinates": [[2.3153, 3.6985, -1.2255], [1.4768, 3.3162, -0.0537], [1.7610, 3.8489, 1.0340], [0.2629, 2.3110, -0.1653], [0.2084, 0.9274, 0.4195], [-1.1003, 0.1788, 0.1740], [-1.1700, -1.2285, 0.4018], [-2.3436, -1.9835, 0.4117], [-3.4903, -1.2415, 0.1563], [-3.4701, 0.1345, -0.1552], [-2.2892, 0.7808, -0.2569], [-4.9106, 0.5627, -0.3948], [-5.7418, -0.7213, -0.1496], [-4.7471, -1.7552, 0.0918], [-5.0693, -3.1100, 0.3846], [-3.8459, -4.0217, 0.1666], [-2.5157, -3.4050, 0.7330], [1.4720, 0.1451, 0.0687], [1.5354, -1.1119, -0.6351], [2.6893, -1.9306, -0.6052], [3.8642, -1.2730, -0.1965], [3.8659, 0.0487, 0.2723], [2.6831, 0.7101, 0.4622], [5.3017, 0.4381, 0.5501], [6.1120, -0.8237, 0.1675], [5.0832, -1.7957, -0.2133], [5.3889, -3.1563, -0.5646], [4.1268, -4.0336, -0.3935], [2.8238, -3.3492, -0.9582], [-0.8992, 3.3507, 0.1447], [-1.0319, 3.8459, 1.4111], [-2.0606, 4.7067, 1.7523], [-2.9549, 5.1700, 0.7665], [-2.7774, 4.7225, -0.5697], [-1.6486, 3.9342, -0.8565], [2.2415, 3.0163, -2.0561], [2.0591, 4.7101, -1.5364], [3.3524, 3.7829, -0.8863], [0.1403, 1.9921, -1.1834], [0.2590, 1.5280, 1.3713], [-0.2609, -1.6999, 0.8225], [-2.3407, 1.8540, -0.4643], [-5.2386, 1.3465, 0.2759], [-5.0408, 0.8900, -1.4189], [-6.3738, -1.0098, -1.0246], [-6.4157, -0.6537, 0.7437], [-5.4272, -3.1980, 1.4436], [-5.9200, -3.4273, -0.2702], [-4.0530, -5.0002, 0.6381], [-3.7601, -4.1913, -0.9286], [-2.5141, -3.5909, 1.8068], [-1.7123, -3.9902, 0.3127], [0.6600, -1.6167, -1.0802], [2.6526, 1.5775, 1.1177], [5.4749, 0.7200, 1.5838], [5.6048, 1.2652, -0.0771], [6.7206, -1.2230, 1.0137], [6.8044, -0.6482, -0.6945], [6.2168, -3.5204, 0.0886], [5.7476, -3.2101, -1.6237], [4.3148, -5.0043, -0.8912], [4.0222, -4.2443, 0.6938], [2.8421, -3.4858, -2.0354], [2.0016, -3.9430, -0.5813], [-0.1945, 3.6414, 2.0874], [-2.1592, 4.9734, 2.8256], [-3.8064, 5.7763, 1.0146], [-3.4916, 4.9565, -1.3703], [-1.3097, 3.7364, -1.8923]],
  "forces_ev_per_a": [[0.18, -0.08, -0.13], [1.25, 0.23, 2.82], [-1.27, -1.26, -1.95], [-0.42, 2.74, -3.95], [-0.43, 0.90, 1.96], [0.13, -1.25, -0.29], [0.92, 0.47, 1.63], [-0.08, 1.95, -0.35], [-0.26, 0.26, -0.51], [-1.26, -1.63, -0.03], [0.48, 1.78, 0.76], [0.13, -0.32, -0.13], [-0.64, -0.54, 0.21], [0.07, 0.54, -0.34], [-0.60, -0.74, 0.62], [-0.01, 0.27, -0.38], [-0.84, -1.64, -0.11], [0.11, -0.64, -0.99], [-0.20, -0.61, 0.82], [0.21, 2.57, 0.54], [-1.50, 0.57, -0.21], [0.34, -0.33, -0.15], [0.09, -0.16, 0.98], [0.04, -0.17, 0.01], [0.45, -0.43, -0.09], [1.80, -0.47, 0.34], [0.08, -0.39, -0.52], [0.14, 0.30, 0.36], [0.84, -1.64, -0.30], [0.23, 1.01, 0.07], [0.32, -0.41, -0.46], [-0.41, 0.41, 0.13], [0.56, -1.67, -0.52], [1.02, -0.06, 0.71], [-0.11, -0.58, 0.14], [-0.04, -0.19, -0.31], [-0.27, 0.06, -0.13], [-0.19, -0.21, 0.00], [-0.31, 1.28, -1.38], [0.11, -2.86, 1.62], [-0.66, 0.18, -0.49], [-0.02, -0.83, -0.08], [0.04, 0.30, 0.07], [-0.09, 0.25, -0.21], [0.36, 0.30, 0.58], [0.39, 0.18, -0.66], [0.15, -0.03, -0.59], [0.63, 0.14, 0.48], [0.23, 0.47, -0.25], [0.16, 0.09, 0.62], [0.12, 0.16, 0.17], [0.45, -0.22, -0.01], [0.35, 0.72, 0.41], [0.22, 0.07, -0.32], [-0.03, 0.08, 0.16], [0.05, 0.33, -0.08], [-0.36, 0.28, -0.55], [-0.45, -0.05, 0.64], [-0.55, 0.18, -0.45], [-0.14, 0.00, 0.62], [-0.30, 0.51, 0.22], [-0.15, 0.17, -0.63], [-0.10, -0.01, -0.32], [-0.43, -0.04, 0.00], [-0.66, -0.45, -0.11], [0.11, 0.05, -1.03], [-0.10, 0.23, 0.13], [0.64, 0.21, 0.37], [-0.55, -0.31, 0.81]],
  "energy_ha": -1440.8790,
  "total_charge": 1,
  "orbital_gap_ha": 0.186
}

---

2.
{
  "formula": "C31H34N6O2S2Zr",
  "method": "ωB97M-V with the def2-TZVPD basis set",
  "species": ["Zr", "C", "C", "C", "C", "C", "C", "C", "H", "H", "H", "H", "H", "H", "H", "H", "N", "C", "N", "C", "N", "N", "C", "N", "C", "C", "C", "C", "C", "N", "H", "H", "H", "H", "H", "H", "H", "H", "O", "S", "C", "C", "C", "C", "S", "O", "C", "C", "C", "C", "C", "C", "C", "C", "C", "C", "C", "C", "H", "H", "H", "H", "H", "H", "H", "H", "H", "H", "H", "H", "H", "H", "H", "H", "H", "H"],
  "coordinates": [[-0.3451, -1.0661, 0.8086], [-4.2153, -0.0799, 1.0534], [-3.1525, -1.1186, 0.9208], [-2.5829, -1.7002, 2.0716], [-1.7939, -2.8503, 1.9918], [-1.5121, -3.4242, 0.7454], [-2.0168, -2.8203, -0.4097], [-2.8065, -1.6676, -0.3244], [-4.0427, 0.5891, 1.8976], [-5.1547, -0.6067, 1.2521], [-4.3503, 0.4997, 0.1436], [-2.8934, -1.3417, 3.0429], [-1.4895, -3.3576, 2.8953], [-1.0254, -4.3860, 0.6997], [-1.9221, -3.3137, -1.3674], [-3.2865, -1.3001, -1.2211], [1.2267, -3.5485, -1.2826], [1.9800, -3.1982, -0.2360], [3.2161, -3.6175, -0.2338], [3.9579, -3.3334, 0.8453], [5.2090, -3.7104, 0.8793], [3.4704, -2.6759, 1.9522], [2.2628, -2.2700, 1.8668], [1.4142, -2.4027, 0.7734], [1.6708, -1.6339, 3.0749], [2.2438, -1.8026, 4.3102], [1.6085, -1.2437, 5.4152], [0.4383, -0.5191, 5.2289], [-0.0724, -0.3965, 3.9619], [0.5159, -0.9611, 2.8886], [1.6354, -4.1947, -1.9435], [0.2466, -3.3785, -1.3330], [5.6029, -4.2291, 0.1074], [5.7740, -3.5487, 1.7001], [3.1653, -2.3609, 4.3952], [2.0216, -1.3741, 6.4081], [-0.0762, -0.0548, 6.0613], [-0.9728, 0.1673, 3.7840], [0.2226, -0.6235, -1.0496], [1.7008, -0.4622, -1.6673], [2.4291, 0.8483, -0.6085], [2.1658, 2.2969, -0.9905], [0.7265, 2.7766, -0.7371], [0.4388, 3.1188, 0.7391], [-1.0600, 2.3663, 1.4096], [-0.7424, 0.8357, 1.1449], [-2.3373, 2.8600, 0.3010], [-2.9515, 4.0586, 0.6529], [-3.9550, 4.5495, -0.1709], [-4.3407, 3.8340, -1.2976], [-3.7225, 2.6257, -1.6189], [-2.7126, 2.1255, -0.8173], [1.5000, 0.3037, -3.2240], [0.3091, 0.8957, -3.6333], [0.2695, 1.4519, -4.9016], [1.3933, 1.4077, -5.7252], [2.5685, 0.7996, -5.2969], [2.6298, 0.2239, -4.0377], [3.4969, 0.6140, -0.6287], [2.0606, 0.6072, 0.3892], [2.3995, 2.4369, -2.0457], [2.8891, 2.9039, -0.4415], [0.0438, 2.0052, -1.0798], [0.5222, 3.6499, -1.3516], [0.2809, 4.1886, 0.9135], [1.2283, 2.7986, 1.4267], [-2.6605, 4.6077, 1.5473], [-4.4431, 5.4845, 0.0808], [-5.1385, 4.2138, -1.9267], [-4.0372, 2.0786, -2.5003], [-2.2378, 1.1926, -1.0563], [-0.5640, 0.9076, -2.9945], [-0.6411, 1.9202, -5.2559], [1.3474, 1.8420, -6.7182], [3.4319, 0.7565, -5.9501], [3.5407, -0.2696, -3.7036]],
  "forces_ev_per_a": [[-0.66, -0.12, 0.09], [0.01, 0.08, 0.00], [-0.11, -0.09, 0.13], [-0.29, -0.33, -0.07], [-0.42, -0.22, 0.00], [-0.32, -0.11, 0.07], [-0.28, -0.11, 0.18], [-0.07, -0.20, 0.11], [0.01, -0.02, -0.04], [-0.01, -0.01, 0.02], [-0.02, -0.05, 0.07], [0.13, 0.16, 0.12], [0.18, 0.04, 0.12], [0.28, -0.03, -0.05], [0.19, 0.06, -0.15], [0.13, 0.21, -0.10], [0.21, -0.05, 0.09], [-0.35, 0.16, 0.13], [0.11, 0.03, 0.21], [0.23, -0.09, -0.03], [-0.04, 0.00, -0.01], [0.24, -0.21, -0.13], [-0.48, 0.02, 0.06], [0.69, -0.08, 0.14], [-0.09, -0.18, -0.28], [0.13, 0.14, 0.33], [0.10, -0.06, 0.05], [0.09, 0.02, 0.35], [-0.01, 0.04, -0.34], [0.25, -0.26, -0.11], [0.02, 0.01, -0.05], [-0.25, 0.07, -0.02], [0.03, -0.04, -0.04], [0.02, 0.02, 0.03], [-0.01, 0.01, 0.04], [0.01, 0.01, -0.02], [0.04, -0.04, -0.03], [-0.17, 0.09, -0.06], [0.73, 0.06, -0.74], [-0.14, 0.44, 0.23], [-0.02, 0.09, -0.23], [-0.20, 0.05, 0.03], [0.19, -0.02, 0.23], [-0.01, -0.02, -0.19], [0.44, 0.22, 0.17], [-0.45, 0.57, -0.11], [0.06, -0.20, 0.05], [0.03, 0.05, 0.15], [-0.05, 0.07, -0.01], [-0.03, 0.00, -0.03], [-0.11, 0.07, -0.09], [0.04, 0.42, -0.05], [-0.17, -0.22, -0.17], [0.10, 0.07, -0.05], [0.00, 0.03, -0.04], [-0.01, 0.02, -0.03], [0.02, 0.05, -0.07], [0.05, -0.04, 0.05], [-0.02, 0.02, -0.01], [0.05, -0.07, 0.28], [0.05, 0.00, -0.03], [-0.02, 0.06, 0.00], [-0.18, -0.09, -0.07], [0.02, 0.06, 0.01], [0.06, -0.05, -0.03], [-0.06, 0.01, 0.01], [-0.07, -0.09, -0.11], [0.03, -0.09, -0.03], [0.08, -0.03, 0.04], [0.00, 0.03, 0.05], [0.22, -0.30, -0.08], [0.01, -0.01, -0.01], [0.05, -0.05, 0.00], [0.00, -0.04, 0.09], [-0.06, 0.01, 0.04], [-0.13, 0.01, -0.06]],
  "energy_ha": -2522.9094,
  "total_charge": 4,
  "orbital_gap_ha": 0.258
}

---

In the order shown, the computed energy above the lowest of the compared OMol25 structures with the same formula, charge and spin values come out to 1.207; 0.537 eV.